Formula: CH4N3S2
Source: the Open Molecules 2025 dataset
Level of theory: ωB97M-V/def2-TZVPD

- net charge = +1
- frontier orbital gap (spin up / spin down) (hartree) = 0.2868 / 0.2868
- LUMO level (spin up / spin down) (Ha) = -0.2533 / -0.2533

```
10
Properties=species:S:1:pos:R:3:mulliken_charge:R:1
C -0.500 1.427 -0.209 0.467
N -0.810 0.702 -1.149 -0.262
N 0.474 -1.179 0.768 -0.778
N -0.315 2.319 0.517 -0.194
S -0.956 -0.886 -1.303 0.451
S -0.117 -1.381 -2.929 0.090
H 0.006 -1.192 1.701 0.288
H 0.791 -2.190 0.613 0.342
H 0.154 3.153 0.872 0.338
H 1.274 -0.771 1.119 0.257
```



Formula: C21H25N3O4S
Source: the Open Molecules 2025 dataset
Level of theory: ωB97M-V/def2-TZVPD

- net charge = 0
- frontier orbital gap (hartree) = 0.3214
- LUMO level (Ha) = 0.0160
- SMILES = COc1ccc(S(=O)(=O)N2[C@@H]3CC[C@H]2C[C@H](NC(=O)Nc2ccccc2)C3)cc1

```
54
Properties=species:S:1:pos:R:3:mulliken_charge:R:1
C 2.882 3.083 0.910 -0.963
H 3.889 3.137 0.498 0.253
O 2.035 2.828 -0.190 -0.379
C 0.695 2.742 0.017 -0.047
C 0.077 2.804 1.265 -0.078
C -1.288 2.585 1.362 -1.001
C -2.032 2.314 0.232 0.009
C -1.444 2.346 -1.021 -0.540
C -0.084 2.553 -1.131 -0.098
H 0.407 2.563 -2.092 0.418
H -2.066 2.214 -1.892 0.513
S -3.746 1.796 0.405 1.484
O -4.235 2.319 1.646 -0.747
O -4.426 2.099 -0.819 -0.750
N -3.752 0.158 0.552 -0.007
C -3.564 -0.767 -0.541 -0.126
C -2.071 -0.927 -0.838 -1.310
H -1.923 -1.699 -1.595 0.506
H -1.701 0.013 -1.252 0.312
C -1.237 -1.279 0.412 0.331
N 0.116 -0.784 0.237 -0.007
C 1.138 -1.569 -0.229 0.629
O 1.061 -2.775 -0.289 -0.700
N 2.244 -0.821 -0.567 0.058
C 3.494 -1.258 -1.008 0.565
C 3.836 -2.602 -1.114 -0.362
C 5.099 -2.955 -1.554 -0.639
C 6.030 -1.987 -1.889 -0.480
C 5.691 -0.649 -1.785 -0.593
C 4.433 -0.284 -1.348 -0.508
H 4.166 0.762 -1.270 0.376
H 6.408 0.116 -2.046 0.370
H 7.014 -2.272 -2.232 0.381
H 5.356 -4.001 -1.634 0.375
H 3.111 -3.355 -0.856 0.502
H 2.154 0.185 -0.523 -0.057
H 0.191 0.218 0.136 -0.010
H -1.148 -2.366 0.494 0.590
C -1.792 -0.699 1.725 -1.194
H -1.480 -1.329 2.559 0.441
C -3.319 -0.562 1.725 -0.123
H -3.652 -0.025 2.615 0.547
C -4.009 -1.925 1.545 -0.979
H -3.411 -2.727 1.972 0.375
H -4.980 -1.919 2.036 0.360
C -4.171 -2.064 0.020 -0.981
H -3.655 -2.938 -0.371 0.371
H -5.223 -2.134 -0.250 0.359
H -1.358 0.290 1.881 0.222
H -4.089 -0.391 -1.420 0.586
H -1.791 2.623 2.316 0.482
H 0.646 3.005 2.159 0.485
H 2.836 2.276 1.647 0.379
H 2.638 4.035 1.389 0.400
```



Formula: C3I6
Source: the Open Molecules 2025 dataset
Level of theory: ωB97M-V/def2-TZVPD

- net charge = 0
- frontier orbital gap (hartree) = 0.2634
- LUMO level (Ha) = -0.0569

```
9
Properties=species:S:1:pos:R:3:mulliken_charge:R:1
C -0.285 -0.526 -0.052 0.381
C -1.406 0.167 0.118 -0.668
C 1.737 0.189 0.187 -0.698
I -0.252 -2.511 -0.418 0.148
I -3.505 -0.442 0.155 0.085
I -1.544 2.315 0.004 0.073
I 1.834 1.354 -1.714 0.187
I 2.048 1.378 1.904 0.262
I 2.867 -1.559 0.074 0.229
```



Formula: C54H48N8RuS3
Source: the Open Molecules 2025 dataset
Level of theory: ωB97M-V/def2-TZVPD

- net charge = +4
- frontier orbital gap (spin up / spin down) (hartree) = 0.3058 / 0.2530
- LUMO level (spin up / spin down) (Ha) = -0.3615 / -0.4249
- expectation value of S² = 6.020
- multiplicity = 5

```
114
Properties=species:S:1:pos:R:3:mulliken_charge:R:1
Ru 0.058 -0.187 0.118 -0.141
C -2.810 0.690 -0.382 -1.576
N -1.476 0.893 -1.037 0.374
C -1.133 2.339 -1.067 -0.836
C -0.858 2.833 0.328 0.554
C -1.074 4.147 0.706 -1.021
C -0.792 4.516 2.013 -0.555
C -0.317 3.559 2.900 -1.126
C -0.133 2.268 2.445 -0.554
N -0.389 1.916 1.179 1.027
C -1.503 0.366 -2.426 -1.088
C -1.549 -1.139 -2.421 0.901
C -2.108 -1.866 -3.458 -0.988
C -2.068 -3.251 -3.394 -0.636
C -1.479 -3.864 -2.295 -0.962
C -0.952 -3.067 -1.297 -0.611
N -0.985 -1.731 -1.364 0.933
C -2.795 -0.193 0.838 0.811
C -3.976 -0.461 1.508 -1.051
C -3.953 -1.282 2.623 -0.629
C -2.742 -1.821 3.038 -0.805
C -1.602 -1.515 2.330 -0.393
N -1.625 -0.712 1.249 1.105
H -3.218 1.665 -0.106 0.695
H -3.499 0.261 -1.115 0.750
H -0.243 2.460 -1.690 -0.034
H -1.950 2.904 -1.527 0.792
H -1.474 4.861 -0.001 0.613
H -0.962 5.533 2.341 0.516
H -0.114 3.803 3.932 0.549
H 0.213 1.482 3.103 0.669
H -2.359 0.783 -2.966 0.673
H -0.592 0.706 -2.927 0.223
H -2.576 -1.361 -4.291 0.592
H -2.506 -3.846 -4.184 0.508
H -1.446 -4.939 -2.203 0.540
H -0.503 -3.493 -0.409 0.532
H -4.903 -0.031 1.156 0.577
H -4.866 -1.502 3.158 0.473
H -2.682 -2.469 3.900 0.537
H -0.630 -1.906 2.600 0.231
N 1.231 -1.188 1.237 -0.141
S 2.679 -1.554 1.473 1.778
N 3.549 -1.827 0.154 -0.108
S 4.570 -0.856 -0.518 1.373
N 4.035 0.552 -0.977 -0.237
S 2.672 0.723 -1.806 2.146
N 1.394 0.435 -1.059 0.040
C 2.760 -0.203 -3.297 0.058
C 3.766 0.096 -4.213 -0.697
C 3.837 -0.653 -5.375 -0.995
C 2.926 -1.682 -5.598 -0.904
C 1.942 -1.975 -4.664 -0.845
C 1.850 -1.233 -3.495 0.049
C 2.741 2.425 -2.235 0.218
C 2.197 2.850 -3.441 -0.460
C 2.160 4.214 -3.700 -0.922
C 2.641 5.115 -2.762 -0.739
C 3.163 4.670 -1.551 -0.983
C 3.215 3.315 -1.273 -0.127
C 5.233 -1.813 -1.835 0.645
C 6.423 -1.340 -2.387 -0.869
C 7.016 -2.078 -3.395 -0.871
C 6.423 -3.259 -3.832 -0.680
C 5.231 -3.705 -3.276 -1.001
C 4.617 -2.981 -2.263 -0.176
C 5.948 -0.461 0.494 0.471
C 6.308 0.854 0.754 -0.031
C 7.464 1.076 1.491 -0.903
C 8.223 0.005 1.942 -0.716
C 7.842 -1.306 1.668 -0.811
C 6.697 -1.553 0.934 -0.923
C 2.794 -3.069 2.352 0.089
C 2.044 -3.153 3.525 -0.472
C 2.122 -4.310 4.278 -1.023
C 2.930 -5.362 3.857 -0.652
C 3.669 -5.262 2.687 -0.892
C 3.612 -4.107 1.919 0.017
C 3.451 -0.318 2.468 0.556
C 4.449 -0.663 3.372 -0.394
C 5.054 0.350 4.102 -1.070
C 4.662 1.669 3.924 -0.956
C 3.665 1.996 3.011 -0.534
C 3.051 1.002 2.269 0.089
H 4.463 0.905 -4.036 0.605
H 4.595 -0.429 -6.112 0.544
H 2.985 -2.256 -6.512 0.490
H 1.243 -2.779 -4.847 0.567
H 1.094 -1.448 -2.754 0.146
H 1.832 2.146 -4.177 0.539
H 1.768 4.568 -4.643 0.499
H 2.620 6.174 -2.978 0.489
H 3.542 5.382 -0.832 0.531
H 3.629 2.956 -0.342 0.304
H 6.891 -0.435 -2.022 0.560
H 7.949 -1.746 -3.827 0.528
H 6.902 -3.841 -4.607 0.497
H 4.785 -4.627 -3.621 0.542
H 3.693 -3.317 -1.818 0.608
H 5.719 1.675 0.378 0.506
H 7.781 2.088 1.698 0.557
H 9.130 0.191 2.501 0.483
H 8.449 -2.131 2.013 0.540
H 6.409 -2.567 0.690 0.409
H 1.436 -2.321 3.856 0.532
H 1.560 -4.394 5.198 0.479
H 2.985 -6.264 4.450 0.470
H 4.294 -6.085 2.371 0.503
H 4.184 -4.021 1.010 0.408
H 4.746 -1.692 3.514 0.625
H 5.824 0.104 4.821 0.536
H 5.131 2.449 4.509 0.502
H 3.362 3.027 2.888 0.597
H 2.270 1.242 1.558 -0.163
```



Formula: C6H39NO13
Source: the Open Molecules 2025 dataset
Level of theory: ωB97M-V/def2-TZVPD

- net charge = 0
- frontier orbital gap (hartree) = 0.3096
- LUMO level (Ha) = 0.0049

```
59
Properties=species:S:1:pos:R:3:mulliken_charge:R:1
C -3.979 -1.047 2.137 -1.345
C -2.489 -1.112 2.117 -0.056
C -1.904 -2.554 1.814 -0.281
C -0.377 -2.614 1.873 0.283
C 0.448 -1.599 2.137 0.274
N 1.827 -1.377 2.028 -0.432
C 0.069 -4.012 1.549 -1.557
H -4.248 -0.224 2.821 0.367
H -4.399 -0.970 1.120 0.298
H -4.400 -1.886 2.673 0.377
H -1.948 -0.749 3.009 0.239
H -2.157 -0.423 1.326 -0.084
H -2.409 -2.944 2.712 0.414
H -2.247 -2.896 0.821 0.205
H -0.053 -0.627 2.179 -0.061
H 2.363 -2.154 2.398 0.237
H 2.023 -0.477 2.443 0.232
H -0.693 -4.759 1.897 0.316
H 1.035 -4.151 2.018 0.420
H 0.188 -4.051 0.467 0.268
H 3.122 -3.202 -3.017 0.291
H 3.533 -2.117 -4.006 0.351
O 2.970 -2.887 -3.910 -0.632
H -1.205 0.778 -1.466 0.334
H -2.248 0.112 -0.827 0.258
O -2.058 1.035 -1.054 -0.609
H 0.766 3.398 -1.984 0.382
H 1.219 4.790 -1.778 0.275
O 1.084 3.977 -1.265 -0.635
H -1.276 -2.378 -1.077 0.292
H -0.227 -1.315 -1.411 0.422
O -1.185 -1.502 -1.463 -0.700
H 1.738 -0.213 -1.605 0.497
H 0.809 -0.632 -2.999 0.301
O 0.950 -0.108 -2.211 -0.747
H 0.989 1.529 -2.863 0.353
H 0.836 2.336 -4.100 0.256
O 0.395 2.232 -3.251 -0.632
H -1.972 4.341 0.041 0.320
H -1.836 2.922 -0.332 0.293
O -1.684 3.486 0.437 -0.608
H -0.170 1.398 4.355 0.303
H 0.690 0.156 4.772 0.300
O 0.653 0.930 4.200 -0.582
H 3.124 2.606 0.929 0.318
H 1.686 1.938 1.137 0.450
O 2.695 1.748 1.016 -0.676
H -0.323 1.820 1.982 0.221
H -0.088 3.064 1.053 0.387
O 0.314 2.494 1.740 -0.672
H 3.426 -0.476 -0.221 0.257
H 2.993 0.990 -0.156 0.398
O 3.185 0.208 -0.862 -0.847
H 3.696 0.066 -2.493 0.370
H 2.984 0.207 -3.875 0.279
O 3.727 -0.214 -3.441 -0.668
H -3.482 2.013 -2.518 0.318
H -2.879 2.864 -3.564 0.304
O -3.603 2.231 -3.449 -0.635
```



Formula: C38H37BrN7O6PrS
Source: the Open Molecules 2025 dataset
Level of theory: ωB97M-V/def2-TZVPD

- net charge = 0
- frontier orbital gap (spin up / spin down) (hartree) = 0.2054 / 0.2055
- LUMO level (spin up / spin down) (Ha) = -0.0547 / -0.0547
- expectation value of S² = 2.002
- multiplicity = 3

```
91
Properties=species:S:1:pos:R:3:mulliken_charge:R:1
Pr -0.531 0.291 0.012 0.404
O -4.304 -1.365 -4.057 -0.686
C -4.466 -2.267 -3.042 0.483
C -5.439 -3.245 -3.217 -0.671
C -5.666 -4.189 -2.234 -0.427
C -4.895 -4.193 -1.084 -0.976
C -3.919 -3.229 -0.912 -0.530
C -3.698 -2.253 -1.873 0.207
C -2.645 -1.177 -1.643 0.606
O -2.256 -0.998 -0.380 -0.443
N -1.465 -1.583 -2.497 -0.262
N -0.400 -0.770 -2.384 0.509
C 0.347 -0.565 -3.415 -0.828
C 1.583 0.131 -3.369 0.134
Br 2.258 0.381 -1.546 -0.102
C 2.327 0.544 -4.420 -0.770
C 1.929 0.475 -5.811 0.713
C 2.934 0.334 -6.778 -0.607
C 2.615 0.142 -8.106 -0.524
C 1.288 0.108 -8.510 -0.447
C 0.286 0.318 -7.575 -0.569
C 0.597 0.514 -6.243 -0.440
H -3.852 -0.574 -3.737 0.302
H -6.012 -3.225 -4.130 0.456
H -6.452 -4.916 -2.365 0.380
H -5.064 -4.933 -0.317 0.443
H -3.320 -3.206 -0.012 0.469
H -3.027 -0.208 -2.084 -0.355
H -1.705 -1.852 -3.458 0.472
H 0.087 -1.005 -4.382 0.771
H 3.324 0.914 -4.236 0.389
H 3.969 0.346 -6.465 0.370
H 3.403 0.010 -8.831 0.385
H 1.035 -0.057 -9.548 0.389
H -0.747 0.326 -7.891 0.397
H -0.194 0.738 -5.541 0.654
N 0.308 -2.173 0.145 0.194
C 0.251 -2.827 1.393 0.268
C 0.995 -3.949 1.676 -0.760
C 0.844 -4.630 2.890 -0.836
C -0.091 -4.226 3.802 -0.879
C -0.842 -3.056 3.574 0.683
C -1.806 -2.572 4.483 -0.735
C -2.454 -1.398 4.210 -1.019
C -2.104 -0.682 3.058 -0.443
N -1.228 -1.103 2.171 0.844
C -0.639 -2.313 2.380 0.245
H 0.933 -2.663 -0.498 0.221
H -0.655 -2.127 -0.250 0.171
H 1.696 -4.322 0.945 0.458
H 1.443 -5.507 3.079 0.411
H -0.252 -4.786 4.708 0.440
H -2.012 -3.125 5.386 0.457
H -3.199 -1.001 4.880 0.461
H -2.554 0.290 2.881 0.441
O 3.890 2.646 8.791 -0.678
S 4.475 1.458 8.189 1.155
O 3.534 0.408 7.846 -0.652
O 5.727 1.004 8.751 -0.673
C 4.899 2.200 6.551 0.128
N 6.011 2.892 6.383 -0.497
C 6.159 3.495 5.216 -0.312
C 5.263 3.331 4.162 -0.696
C 4.138 2.552 4.435 0.223
N 3.952 2.052 5.660 -0.340
C 3.104 2.162 3.470 1.378
C 2.831 2.789 2.252 -1.287
C 1.836 2.278 1.439 -0.430
N 1.091 1.203 1.749 0.311
C 1.347 0.623 2.935 -0.553
C 2.317 1.056 3.805 -0.925
H 7.053 4.098 5.109 0.426
H 5.462 3.750 3.186 0.329
H 3.381 3.663 1.941 0.393
H 1.621 2.734 0.475 0.580
H 0.744 -0.234 3.203 0.513
H 2.497 0.574 4.752 0.735
C -1.923 2.905 0.761 -1.532
C -1.691 2.957 -0.781 1.737
C -3.063 2.723 -1.462 -1.571
C -1.176 4.360 -1.173 -1.804
O -0.777 1.996 -1.152 -0.386
H -2.645 3.660 1.065 0.590
H -0.983 3.098 1.292 0.242
H -2.321 1.905 1.033 0.455
H -3.776 3.490 -1.174 0.475
H -3.460 1.748 -1.168 0.257
H -2.948 2.747 -2.543 0.348
H -1.905 5.132 -0.945 0.395
H -0.971 4.376 -2.240 0.415
H -0.252 4.580 -0.645 0.331
```



Computed relative energy (zero: lowest compared OMol25 entry of this formula, charge and spin), in the same sequence as the records: 25.1; 28.0; 15.5; 0.0; 78.5; 0.0 kcal/mol.